The following is a DFT calculation (ωB97M-V/def2-TZVPD) of a molecular structure, C31H59AlBBeBr3ClI2N3O9P2 at a distorted geometry.

Highest occupied orbital energy: -11.199 eV
Total charge: +2
Maximum force: 5.71 eV/A
Kohn-Sham gap: 0.0666 hartree

Cartesian coordinates (Å):
H  1.947730  -2.015325  3.682835
H  4.030111  2.816825  -7.700871
C  3.312497  -3.974429  0.570811
C  5.181439  4.492941  -7.004034
C  0.378724  -1.582825  0.488517
C  -8.819829  0.518931  2.049751
H  -1.787060  -1.884145  -3.385898
H  6.518385  -7.217111  4.149290
I  -1.920646  -3.713180  0.741658
H  2.467253  1.429341  -2.686251
N  4.176020  1.983957  -4.256654
H  -2.663216  -2.320956  -1.823028
H  -4.548014  4.627773  0.152863
H  2.963656  -1.975867  -0.355527
P  -2.217181  1.268300  1.996170
Be  3.367814  -0.757836  -3.159414
I  -0.515390  -4.668732  -2.848858
H  5.033498  5.473005  -6.542731
P  -3.990302  0.106378  1.521282
H  -0.527706  -1.245380  1.125711
C  -8.553501  -0.413992  0.816691
C  3.692027  3.453907  0.273865
C  1.549946  -2.133459  1.485927
H  1.569640  -6.726551  5.532260
C  3.672045  2.704016  -5.002903
O  -5.434921  0.875003  1.990565
C  -1.997476  2.792706  0.883745
H  2.598398  -4.649089  1.149117
C  1.685533  -1.282474  2.841885
C  -0.152333  -2.919165  -0.296183
H  0.641250  -3.753873  -0.201298
H  1.838115  -0.401542  -2.656374
H  -7.756272  3.398228  -1.223137
H  0.511456  0.647203  1.268120
H  -1.625939  -0.800663  -1.808369
H  5.838818  3.904284  -6.358784
C  1.766015  0.646889  -3.141643
H  2.864879  4.591283  -5.480510
H  3.451007  2.342207  2.641515
H  -5.015609  -0.450990  -0.315290
H  -3.272344  1.962003  -0.757896
H  -2.076753  3.713882  1.580762
H  6.389539  -6.869800  5.905051
H  -9.277781  0.261131  3.070749
H  4.378649  -4.083687  0.969323
H  3.482883  4.580078  0.223506
C  -1.693004  -1.855125  -2.240875
C  -7.916702  0.580842  -0.172642
O  -4.040041  -0.439172  -0.118820
C  2.951449  -2.385219  0.718325
C  -5.661690  2.800617  -0.635123
O  0.843004  -0.562923  -0.426391
C  0.804162  0.773066  0.152711
C  6.390932  -6.439205  4.907134
O  -3.900913  -1.191218  2.373246
H  3.755647  -1.843453  1.342151
H  0.965098  3.028090  -1.884861
C  0.277098  1.245672  -3.070593
H  3.221000  -4.246735  -0.547183
C  2.422374  2.683863  2.276490
H  -8.771319  -1.523640  0.721684
H  -1.243776  0.995898  -0.696112
Cl  8.611038  -7.074372  6.323409
Al  -10.099387  -1.193212  3.619219
H  -5.463551  1.673986  -0.667548
O  3.367474  0.643903  -0.427201
H  -5.990505  0.185236  2.429527
H  2.150952  3.719641  2.694130
H  -0.828480  2.984200  -2.245141
H  1.661152  1.896518  2.646616
H  -2.756705  3.720596  -1.115201
H  -0.499789  0.413626  -3.090568
O  -0.627513  2.791606  0.399527
H  -7.597120  0.255720  -1.221704
C  1.752717  -6.299175  4.543995
H  0.980937  -5.554888  4.342274
H  0.563130  -2.207675  -2.344758
H  2.510237  -0.487868  2.708927
N  -7.779354  1.917640  0.360392
H  2.050822  0.571294  -4.264791
H  1.697628  -7.071034  3.772957
C  -4.550959  3.479833  0.305730
C  3.848745  3.790482  -7.234299
C  0.062070  2.321750  -1.912900
H  7.224466  -5.743956  4.830879
C  4.067880  -6.446810  4.740397
H  -4.691779  3.295189  1.422760
O  5.185397  -5.704957  4.675895
H  0.680705  -0.790473  3.130541
H  4.021818  0.411404  0.267089
C  3.030625  3.617959  -5.952593
H  3.880468  3.130036  -0.821104
O  3.016969  -5.639183  4.506221
Br  0.012344  2.242896  -4.810829
H  5.696721  4.641656  -7.955615
H  4.574667  3.172486  0.941511
Br  -2.619469  4.640137  -2.569573
B  2.292507  1.440175  0.155807
H  -8.323104  2.912547  2.298917
H  2.042816  3.219441  -6.212276
Br  8.904229  -5.719972  8.383151
C  -0.344887  1.692538  -0.502698
N  2.451064  2.783749  0.779826
C  -0.373900  -2.686951  -1.866290
H  -7.236354  4.044823  0.480628
C  -3.112134  2.979370  -0.253638
O  4.014204  -7.629508  4.967974
C  -8.338932  1.950845  1.698322
C  -7.182120  3.156296  -0.251106
H  -5.492462  3.205406  -1.705699
H  1.180838  -3.184732  1.801863
H  3.262543  4.380141  -7.944819
H  -2.447070  1.781035  3.336383

Forces on atoms 1 to 3 (eV/Å):
-0.1 1.3 -1.1
-0.1 0.1 0.1
0.1 1.0 -0.2